--- A ---
Entry from OMol25: a 4-piece molecular cluster, C2H12N2O3 overall (the ωB97M-V functional and the def2-TZVPD basis).

The frontier orbital gap comes out at 9.24 eV. As for the HOMO energy: -0.3179 Eh.

Last columns: bonded neighbours and bond lengths (Å).
Element x y z (Å)
1 C -1.845 -1.149 -1.053  N4 1.446, H5 1.090, H6 1.103, H7 1.089
2 N -1.067 -0.925 1.623  C3 1.383, H8 1.005, H9 1.005
3 C -1.859 -0.014 0.949  N2 1.383, N4 1.275, H10 1.089
4 N -1.997 0.085 -0.315  C1 1.446, C3 1.275
5 H -2.091 -1.016 -2.106  C1 1.090
6 H -0.803 -1.502 -1.113  C1 1.103
7 H -2.482 -1.966 -0.716  C1 1.089
8 H -0.793 -1.754 1.126  N2 1.005
9 H -1.234 -0.987 2.612  N2 1.005
10 H -2.193 0.717 1.683  C3 1.089
11 H 2.998 -0.781 -3.222  O13 0.965
12 H 3.802 0.290 -2.562  O13 0.966
13 O 2.951 -0.160 -2.484  H11 0.965, H12 0.966
14 H -0.251 3.293 0.398  O16 0.964
15 H -1.106 3.792 1.549  O16 0.962
16 O -0.190 3.680 1.278  H14 0.964, H15 0.962
17 H 3.270 -0.254 1.260  O19 0.963
18 H 2.509 -0.990 0.188  O19 0.964
19 O 2.380 -0.360 0.907  H17 0.963, H18 0.964

--- B ---
Entry from OMol25: a 4-piece molecular cluster, C2H12N2O3 overall (the ωB97M-V functional and the def2-TZVPD basis).

The frontier orbital gap comes out at 9.74 eV. As for the HOMO energy: -0.3321 Eh.

Last columns: bonded neighbours and bond lengths (Å).
Element x y z (Å)
1 C 0.981 0.743 0.732  N4 1.469, H5 1.088, H6 1.078, H7 1.094
2 N 0.321 3.250 -0.224  C3 1.379, H8 1.005, H9 1.008
3 C -0.559 2.446 0.471  N2 1.379, N4 1.258, H10 1.091
4 N -0.347 1.317 0.985  C1 1.469, C3 1.258
5 H 1.022 0.587 -0.344  C1 1.088
6 H 0.964 -0.132 1.363  C1 1.078
7 H 1.794 1.374 1.105  C1 1.094
8 H 1.302 3.075 -0.093  N2 1.005
9 H 0.098 4.233 -0.202  N2 1.008
10 H -1.552 2.894 0.497  C3 1.091
11 H -1.008 -1.199 -6.212  O13 0.964
12 H -1.640 -0.363 -5.109  O13 0.965
13 O -1.762 -1.179 -5.610  H11 0.964, H12 0.965
14 H -1.741 -4.820 -0.169  O16 0.966
15 H -2.196 -6.131 0.398  O16 0.967
16 O -2.104 -5.200 0.642  H14 0.966, H15 0.967
17 H 2.773 -0.021 4.312  O19 0.961
18 H 1.737 -0.886 3.581  O19 0.961
19 O 1.916 0.011 3.878  H17 0.961, H18 0.961

It turns out B is the most stable, with the second structure 1.9 kcal/mol higher.

--- A ---
Entry from OMol25: an isolated ion of composition C3H8N and charge +1 (the ωB97M-V functional and the def2-TZVPD basis).

The frontier orbital gap comes out at 10.59 eV. As for the HOMO energy: -0.5478 Eh. The charge is +1.

Last columns: bonded neighbours and bond lengths (Å).
Element x y z (Å)
1 C -0.015 -1.171 0.817  C2 1.519, H5 1.100, H6 1.031, H7 1.074
2 C 0.243 -0.051 -0.176  C1 1.519, C3 1.356, N4 1.518
3 C -0.145 -0.306 -1.451  C2 1.356, H8 1.131, H9 1.038
4 N 0.087 1.319 0.457  C2 1.518, H10 1.019, H11 1.096, H12 0.998
5 H -1.045 -1.533 0.683  C1 1.100
6 H 0.436 -2.096 0.760  C1 1.031
7 H 0.230 -0.814 1.800  C1 1.074
8 H -0.253 0.622 -2.088  C3 1.131
9 H -0.603 -1.223 -1.610  C3 1.038
10 H 0.145 2.058 -0.243  N4 1.019
11 H 0.712 1.540 1.330  N4 1.096
12 H -0.730 1.383 1.026  N4 0.998

--- B ---
Entry from OMol25: an isolated ion of composition C3H8N and charge +1 (the ωB97M-V functional and the def2-TZVPD basis).

The frontier orbital gap comes out at 11.47 eV. As for the HOMO energy: -0.5639 Eh. The charge is +1.

Last columns: bonded neighbours and bond lengths (Å).
Element x y z (Å)
1 C -0.270 0.128 -1.374  C2 1.499, H5 1.088, H6 1.096, H7 1.085
2 C 0.093 -0.186 0.046  C1 1.499, C3 1.306, N4 1.511
3 C 0.493 -1.334 0.524  C2 1.306, H8 1.069, H9 1.092
4 N -0.259 0.923 1.011  C2 1.511, H10 1.025, H11 1.015, H12 1.017
5 H -1.336 -0.036 -1.517  C1 1.088
6 H 0.022 1.152 -1.634  C1 1.096
7 H 0.364 -0.413 -2.068  C1 1.085
8 H 0.947 -1.672 1.430  C3 1.069
9 H 0.818 -2.085 -0.198  C3 1.092
10 H -1.042 0.679 1.626  N4 1.025
11 H -0.395 1.820 0.556  N4 1.015
12 H 0.565 1.023 1.599  N4 1.017

It turns out B is the most stable, with the second structure 26.3 kcal/mol higher.